{"formula": "C59H53As2FeN5SbSe4", "method": "ωB97M-V with the def2-TZVPD basis set", "elements": ["Fe", "C", "C", "C", "C", "C", "C", "N", "C", "C", "C", "C", "C", "C", "N", "N", "C", "C", "C", "C", "C", "N", "H", "H", "H", "H", "H", "H", "H", "H", "H", "H", "H", "H", "H", "C", "C", "C", "C", "C", "C", "As", "N", "C", "C", "C", "C", "C", "C", "C", "C", "C", "C", "C", "C", "C", "C", "C", "C", "C", "C", "H", "H", "H", "H", "H", "H", "H", "H", "H", "H", "H", "H", "H", "H", "H", "H", "H", "H", "H", "H", "H", "H", "H", "H", "H", "H", "H", "C", "C", "C", "C", "C", "C", "As", "C", "C", "C", "C", "C", "C", "C", "C", "C", "C", "C", "C", "H", "H", "H", "H", "H", "H", "H", "H", "H", "H", "H", "H", "H", "Se", "Sb", "Se", "Se", "Se"], "positions_angstrom": [[-0.24970, -0.22648, 0.02086], [-3.17302, -1.89061, 4.37915], [-1.89330, -2.39471, 4.53807], [-0.80671, -1.78018, 3.93842], [-0.98609, -0.61985, 3.17639], [-2.25676, -0.02532, 3.18572], [-3.35276, -0.67655, 3.72867], [-0.02783, -0.18396, 2.22339], [1.29222, -0.27665, 2.49969], [1.83233, -0.24607, 3.80008], [3.18694, -0.36344, 3.97736], [4.06168, -0.50675, 2.88641], [3.57929, -0.51587, 1.60621], [2.19280, -0.40836, 1.39506], [1.61027, -0.48256, 0.17874], [2.34530, -0.76863, -0.87982], [1.62117, -0.89595, -2.00134], [2.26554, -1.29781, -3.19147], [1.54625, -1.37472, -4.34638], [0.18110, -1.05199, -4.33940], [-0.40114, -0.68764, -3.15349], [0.27881, -0.61392, -1.99961], [-4.03965, -2.44477, 4.71057], [-1.72824, -3.31841, 5.07928], [0.17574, -2.22156, 4.02500], [-2.39558, 0.90271, 2.62921], [-4.35604, -0.27766, 3.58316], [1.16464, -0.11616, 4.64094], [3.59018, -0.34388, 4.98156], [5.12564, -0.61232, 3.05418], [4.22554, -0.61506, 0.74387], [3.31864, -1.52857, -3.11706], [2.02813, -1.68456, -5.26401], [-0.41884, -1.08206, -5.23497], [-1.45438, -0.41868, -3.08142], [-3.66439, 7.64837, -1.37188], [-2.97419, 6.45458, -0.77923], [-1.83082, 6.59250, -0.01667], [-1.13759, 5.50182, 0.50810], [0.07886, 5.85676, 1.31929], [-1.61548, 4.20300, 0.26289], [-0.65203, 2.45461, 0.75685], [0.26244, 1.87421, -0.70421], [0.98666, 2.66111, -1.57228], [0.97257, 4.06860, -1.50684], [1.78478, 4.85267, -2.29751], [2.64775, 4.28294, -3.22123], [2.64341, 2.90449, -3.35154], [1.83201, 2.11702, -2.55862], [0.47936, 3.00882, 2.24443], [1.87580, 3.10050, 2.21735], [2.73782, 2.70236, 1.05323], [2.55256, 3.69098, 3.28309], [1.88200, 4.19726, 4.38073], [2.60384, 4.94136, 5.46808], [0.50438, 4.04330, 4.42544], [-0.20743, 3.45449, 3.38938], [-1.70154, 3.37038, 3.56192], [-2.83225, 4.07068, -0.43001], [-3.48957, 2.73747, -0.56378], [-3.48094, 5.17822, -0.95782], [-3.16940, 8.57057, -1.07264], [-4.70227, 7.68115, -1.04140], [-3.66427, 7.58888, -2.46084], [-1.44320, 7.58577, 0.18354], [0.45034, 6.83979, 1.02465], [0.89889, 5.15604, 1.20614], [-0.18012, 5.89406, 2.37922], [0.30154, 4.55008, -0.82681], [1.74383, 5.92853, -2.17415], [3.29385, 4.89771, -3.83334], [3.29290, 2.41827, -4.07031], [1.90073, 1.06013, -2.70568], [2.28750, 1.94958, 0.41816], [3.69452, 2.30296, 1.39576], [2.94540, 3.56333, 0.41002], [3.63211, 3.78499, 3.22482], [3.68172, 4.81838, 5.37518], [2.29214, 4.59587, 6.45416], [2.37493, 6.00741, 5.40027], [-0.04747, 4.41931, 5.28120], [-2.05265, 4.21210, 4.15853], [-1.96692, 2.46172, 4.10516], [-2.24630, 3.38295, 2.61501], [-3.42988, 2.24447, 0.42035], [-2.94172, 2.09989, -1.27666], [-4.53512, 2.79258, -0.88484], [-4.39986, 5.02888, -1.51081], [2.66121, -5.01772, -2.61941], [1.39398, -4.68486, -3.07093], [0.57022, -3.89229, -2.29104], [1.02398, -3.40774, -1.07127], [2.29619, -3.72923, -0.63123], [3.11111, -4.54030, -1.39908], [-0.14840, -2.45994, 0.08968], [-1.76360, -3.59753, -0.26799], [-2.75418, -3.46359, -1.23955], [-3.91587, -4.21751, -1.16359], [-4.04469, -5.16039, -0.15129], [-3.01958, -5.37487, 0.75223], [-1.87525, -4.58217, 0.72305], [-0.73669, -4.66053, 1.64439], [-0.45258, -5.74395, 2.46476], [0.70158, -5.75317, 3.22780], [1.57865, -4.68233, 3.18972], [1.30606, -3.59629, 2.37281], [0.15484, -3.58221, 1.60725], [3.30157, -5.64997, -3.22046], [1.03658, -5.04260, -4.02806], [-0.42692, -3.63498, -2.64178], [2.67641, -3.35427, 0.30962], [4.09749, -4.79686, -1.03430], [-2.68259, -2.67815, -1.99511], [-4.73072, -4.00895, -1.84628], [-4.97570, -5.69729, -0.04495], [-3.12877, -6.12097, 1.52690], [-1.12269, -6.59188, 2.48183], [0.92861, -6.60308, 3.85688], [2.48385, -4.68666, 3.78293], [2.01426, -2.77495, 2.36667], [-5.57613, -0.60102, -2.12787], [-4.43720, -0.55978, 0.01772], [-5.65519, -2.19372, 1.37083], [-5.93588, 0.86036, 1.34842], [-2.12581, -0.45013, -0.02874]], "forces_ev_per_angstrom": [[13.606, 1.906, 0.363], [-0.162, 0.108, -0.027], [0.047, -0.195, 0.046], [0.039, 0.356, 0.080], [-0.261, 0.179, -0.246], [-0.020, 0.208, -0.625], [0.090, -0.046, 0.167], [1.115, -0.410, -0.344], [-1.973, 0.314, -0.815], [0.974, -0.106, 0.707], [-0.918, 0.073, 0.393], [0.501, -0.157, -0.797], [0.362, -0.146, 0.314], [0.010, 0.057, 0.074], [1.165, 0.051, -1.788], [0.360, 0.354, 2.337], [-1.616, 0.213, -1.560], [0.124, 0.220, 0.840], [-0.401, 0.040, -0.322], [0.377, -0.108, -0.198], [-0.249, 0.299, 0.757], [0.765, -0.325, 0.463], [0.005, -0.040, 0.195], [-0.047, -0.044, 0.019], [-0.126, -0.031, -0.015], [0.070, -0.310, 0.094], [0.305, 0.027, 0.136], [0.042, 0.032, -0.021], [0.026, 0.056, 0.035], [0.007, 0.061, 0.040], [0.003, 0.032, 0.048], [0.025, -0.020, -0.138], [0.002, -0.003, -0.043], [0.008, -0.012, -0.093], [0.114, -0.093, -0.003], [-0.017, -0.087, 0.024], [-0.033, 0.049, 0.005], [0.029, 0.019, 0.061], [-0.382, 0.169, -0.082], [0.154, 0.056, -0.030], [0.637, 0.233, 0.308], [-1.556, 0.564, -0.158], [-0.544, 0.037, 0.704], [-0.070, -0.046, 0.263], [0.151, -0.054, -0.112], [0.001, 0.013, -0.005], [0.188, 0.180, -0.251], [-0.009, 0.139, 0.023], [0.002, -0.082, -0.007], [0.539, 0.690, -0.064], [0.166, 0.013, 0.146], [0.127, -0.102, -0.345], [-0.114, -0.055, 0.130], [0.043, -0.003, 0.015], [-0.059, -0.016, -0.040], [-0.035, -0.106, 0.056], [0.228, -0.061, 0.030], [-0.157, 0.026, -0.112], [-0.022, 0.077, 0.118], [0.287, -0.509, 0.015], [0.158, 0.012, 0.106], [-0.027, 0.066, -0.021], [-0.082, 0.106, -0.026], [-0.014, 0.058, -0.044], [0.003, 0.065, -0.061], [-0.082, 0.036, 0.017], [-0.023, -0.021, -0.006], [0.114, -0.007, 0.015], [0.080, 0.006, 0.036], [-0.003, 0.058, -0.044], [0.030, 0.033, -0.026], [0.024, 0.011, -0.047], [-0.066, 0.048, 0.019], [-0.099, 0.078, 0.006], [0.006, 0.126, 0.117], [-0.011, 0.007, 0.030], [0.037, -0.013, 0.007], [0.042, 0.010, 0.046], [0.036, 0.017, 0.053], [0.052, 0.020, 0.069], [-0.001, 0.026, 0.053], [-0.022, 0.072, -0.012], [-0.025, -0.016, -0.062], [0.011, -0.022, 0.165], [-0.134, -0.013, -0.385], [-0.232, 0.094, 0.234], [0.173, 0.119, -0.001], [-0.089, 0.004, -0.039], [0.093, -0.085, -0.148], [-0.056, -0.034, -0.055], [-0.189, 0.096, -0.038], [0.356, -0.717, -0.238], [0.314, -0.102, -0.080], [0.145, 0.021, -0.012], [-2.030, -2.137, 0.251], [0.334, 0.188, 0.276], [0.214, 0.588, -0.008], [0.179, 0.058, 0.039], [-0.127, -0.007, 0.021], [0.100, -0.017, 0.257], [-0.111, 0.360, -0.717], [0.217, 0.059, 0.276], [-0.153, 0.029, 0.039], [0.034, -0.114, 0.168], [0.043, 0.094, 0.076], [0.200, -0.069, 0.267], [0.353, -0.482, -0.023], [0.012, -0.029, -0.025], [0.026, -0.039, -0.013], [0.165, -0.108, 0.059], [-0.058, -0.001, -0.024], [0.037, -0.017, -0.057], [-0.016, -0.228, 0.189], [0.052, -0.063, -0.019], [-0.037, -0.182, -0.034], [-0.074, -0.061, 0.072], [-0.031, -0.077, 0.032], [-0.029, -0.076, 0.011], [-0.004, -0.036, 0.041], [-0.091, 0.002, -0.123], [0.487, -0.124, 0.005], [-0.183, 0.469, -2.433], [-0.568, 1.380, 0.929], [-0.553, -1.462, 1.211], [-12.834, -1.743, -1.140]], "mulliken_charge": [-0.84, -1.07, -0.71, -0.67, -0.10, -0.62, -1.09, 0.75, 0.60, 0.13, -1.40, -0.98, -0.31, -0.09, 1.92, -1.24, -0.88, -1.33, -0.82, -1.18, -0.44, 1.17, 0.38, 0.41, 0.44, 0.96, 0.68, 0.58, 0.47, 0.38, 0.41, 0.56, 0.46, 0.49, 0.47, -1.62, 0.91, -1.40, 0.67, -1.01, 0.49, 1.62, 0.31, 0.36, -0.52, -0.58, -0.97, -0.65, -0.22, 0.56, 1.42, -1.36, -1.00, 0.58, -1.73, -1.04, 1.04, -2.14, -0.06, -0.23, -1.06, 0.35, 0.35, 0.33, 0.29, 0.52, -0.09, 0.37, 0.36, 0.47, 0.35, 0.42, 0.78, -0.64, 0.69, 0.33, 0.35, 0.40, 0.37, 0.29, 0.39, 0.54, 0.30, 0.19, -0.60, 0.05, 0.48, 0.45, -0.72, -0.96, -0.50, 0.60, 0.37, -1.23, 3.65, 0.50, -0.65, -0.72, -1.10, -0.91, 0.37, 0.31, -0.52, -1.18, -1.14, -0.39, 0.47, 0.39, 0.44, 0.38, 0.19, 0.46, 0.39, 0.39, 0.38, 0.39, 0.42, 0.36, 0.52, 0.18, -0.74, 1.42, -0.35, -0.37, -0.11], "fmax_ha_per_bohr": 0.267, "homo_lumo_gap_ev": 3.95, "charge": -1}